39
Properties=species:S:1:pos:R:3 method="wB97M-V/def2-TZVPD" multiplicity=2 total_charge=-1 energy_ha=-770.8169 e_homo_ev="0.4 / -7.6" max_force_ev_per_a=3.34 de_lowest_ev=0.000
O 0.591 1.302 -1.566
H 0.158 0.589 -1.097
H 1.121 0.863 -2.232
O 0.944 -2.828 -1.503
H 0.332 -2.172 -1.838
H 1.773 -2.359 -1.412
O -1.303 3.074 -3.075
H -0.918 2.356 -2.573
H -2.155 2.741 -3.358
O 1.655 3.699 -0.122
H 1.355 2.882 -0.519
H 0.857 4.215 -0.003
O 2.805 -0.808 -2.850
H 3.420 -0.615 -2.143
H 3.243 -0.495 -3.641
C -3.485 -1.914 -1.111
C -2.265 -1.410 -0.431
C -1.755 -2.317 0.705
O -1.230 -0.989 -1.312
H -3.409 -2.925 -1.512
H -3.650 -1.353 -2.030
H -4.343 -1.727 -0.465
H -2.620 -0.488 0.030
H -2.529 -2.329 1.473
H -0.965 -1.855 1.298
H -1.223 -3.242 0.484
H -1.648 -0.931 -2.174
C 2.203 0.235 1.882
C 1.246 1.124 2.660
C -0.017 0.621 3.285
O 1.968 1.894 3.535
H 1.997 0.203 0.812
H 2.334 -0.719 2.394
H 3.112 0.821 2.016
H 0.924 1.971 2.054
H 0.204 -0.317 3.793
H -0.791 0.490 2.528
H -0.499 1.343 3.945
H 2.565 1.367 4.071

=====

39
Properties=species:S:1:pos:R:3 method="wB97M-V/def2-TZVPD" multiplicity=1 total_charge=0 energy_ha=-770.7671 e_homo_ev=-9.6 max_force_ev_per_a=1.07 de_lowest_ev=3.676
C 1.050 3.959 -10.492
O 0.312 3.320 -11.524
H 0.460 4.808 -10.149
H 1.233 3.295 -9.644
H 2.024 4.317 -10.848
H 0.410 2.368 -11.439
C 1.118 -1.414 -9.308
O 1.076 -0.011 -9.496
H 0.288 -1.927 -9.810
H 2.047 -1.851 -9.693
H 1.057 -1.643 -8.245
H 1.694 0.230 -10.211
C -0.446 -0.442 -12.597
O -0.974 0.117 -11.406
H 0.595 -0.145 -12.772
H -0.504 -1.539 -12.603
H -1.051 -0.089 -13.432
H -0.313 0.022 -10.699
C 3.826 1.793 -10.549
O 2.847 1.062 -11.239
H 4.053 2.766 -10.989
H 3.521 1.937 -9.515
H 4.753 1.205 -10.534
H 2.952 1.168 -12.196
C 7.353 0.993 -8.778
O 6.355 1.135 -7.769
H 7.106 1.558 -9.686
H 8.333 1.283 -8.400
H 7.427 -0.037 -9.141
H 6.708 1.701 -7.079
C 5.207 0.844 -13.720
O 4.031 1.650 -13.715
H 5.536 0.632 -14.739
H 6.016 1.309 -13.154
H 4.942 -0.098 -13.243
H 4.265 2.562 -13.911
O 3.276 3.610 -6.943
H 3.066 4.537 -6.798
H 4.114 3.615 -7.415